{"formula": "C33H40CrN4P2S", "method": "ωB97M-V/def2-TZVPD", "lumo_ev": [0.118, -0.671], "charge": 0, "largest_force_ha_per_bohr": 0.0453, "spin_multiplicity": 5, "e_homo_ha": [-0.2700, -0.2742], "gap_ev": [7.47, 6.79], "species": ["Cr", "C", "C", "C", "C", "C", "C", "C", "C", "C", "H", "H", "H", "H", "H", "H", "H", "H", "H", "H", "H", "H", "H", "H", "H", "P", "P", "N", "N", "N", "N", "C", "C", "C", "C", "C", "C", "C", "C", "C", "C", "C", "C", "C", "C", "C", "C", "C", "C", "H", "H", "H", "H", "H", "H", "H", "H", "H", "H", "H", "H", "H", "H", "H", "H", "H", "H", "H", "H", "S", "C", "C", "C", "C", "C", "C", "H", "H", "H", "H", "H"], "xyz": [[0.0000, 0.0000, 0.0000], [-1.2265, 1.7791, -0.5398], [-1.5394, 0.7765, -1.4520], [-1.0169, 0.7020, -2.8772], [0.2620, -0.1595, -3.0156], [1.2270, -0.0242, -1.8587], [1.5393, 1.1497, -1.1811], [1.0156, 2.5295, -1.5435], [-0.2626, 2.9231, -0.7637], [1.3715, -1.2010, 0.9962], [-1.8930, 1.9032, 0.3117], [-2.4122, 0.1658, -1.2330], [-0.8389, 1.7115, -3.2579], [-1.7960, 0.2679, -3.5123], [-0.0286, -1.2139, -3.0753], [0.7685, 0.0767, -3.9640], [1.8944, -0.8726, -1.7185], [2.4122, 1.1274, -0.5329], [0.8363, 2.5845, -2.6208], [1.7947, 3.2671, -1.3243], [0.0287, 3.3007, 0.2223], [-0.7702, 3.7543, -1.2768], [1.2798, -1.0924, 2.0817], [2.4029, -0.9698, 0.7006], [1.1659, -2.2500, 0.7457], [1.3406, -1.2268, -8.6499], [-1.7288, -0.5473, -8.2023], [2.7590, -0.2235, -8.4737], [1.9016, -2.5189, -9.6591], [-1.8357, 1.1667, -7.9706], [-3.3771, -0.9976, -8.5622], [0.4402, -0.2144, -9.9134], [-1.0484, -0.5857, -9.9249], [3.0232, 0.4208, -7.2655], [4.0086, 1.3549, -7.4778], [4.3668, 1.2889, -8.8594], [3.5842, 0.3235, -9.4498], [2.1537, -3.7835, -9.1240], [2.6670, -4.5820, -10.1136], [2.7404, -3.7935, -11.3028], [2.2722, -2.5381, -11.0051], [-1.7694, 1.7185, -6.6898], [-1.9675, 3.0720, -6.7867], [-2.1658, 3.3761, -8.1685], [-2.0848, 2.2016, -8.8740], [-4.3297, -0.3353, -9.3282], [-5.3583, -1.2116, -9.5867], [-5.0303, -2.4608, -8.9754], [-3.8140, -2.3057, -8.3548], [0.9150, -0.4028, -10.8833], [0.5452, 0.8514, -9.6914], [-1.6389, 0.1153, -10.5263], [-1.1692, -1.5823, -10.3591], [2.4757, 0.1431, -6.3768], [4.4417, 2.0004, -6.7264], [5.1307, 1.8710, -9.3571], [3.5476, -0.0355, -10.4663], [1.9341, -3.9784, -8.0844], [2.9512, -5.6194, -10.0060], [3.0913, -4.1180, -12.2729], [2.1596, -1.6670, -11.6319], [-1.5834, 1.0781, -5.8401], [-1.9623, 3.7728, -5.9637], [-2.3402, 4.3539, -8.5966], [-2.1699, 2.0152, -9.9334], [-4.1931, 0.6984, -9.6038], [-6.2608, -0.9786, -10.1357], [-5.6304, -3.3599, -8.9763], [-3.2059, -2.9917, -7.7834], [-1.7034, -0.8068, 1.4345], [-1.2268, -0.0193, 2.9773], [-0.5413, -0.7587, 3.9521], [-0.1942, -0.1669, 5.1705], [-0.5393, 1.1631, 5.4248], [-1.2340, 1.9006, 4.4624], [-1.5802, 1.3108, 3.2422], [-0.2802, -1.7935, 3.7692], [0.3366, -0.7410, 5.9187], [-0.2754, 1.6197, 6.3703], [-1.5108, 2.9275, 4.6637], [-2.1307, 1.8903, 2.5182]], "atomic_forces_ev_per_a": [[0.05, -1.42, 1.85], [-1.10, -0.15, -1.70], [-0.32, 1.81, 0.21], [0.19, 0.01, 0.06], [-0.27, 0.01, 0.19], [1.03, 1.48, -0.15], [0.20, -0.78, -1.46], [-0.17, 0.00, 0.04], [0.26, -0.19, 0.01], [0.17, 0.22, -0.26], [0.23, -0.34, -0.01], [0.23, -0.10, 0.24], [-0.04, -0.13, 0.05], [0.07, 0.04, 0.14], [0.04, 0.11, -0.04], [-0.01, -0.04, 0.19], [-0.21, 0.04, 0.28], [-0.23, -0.15, 0.16], [0.06, -0.02, 0.16], [-0.09, -0.14, -0.02], [-0.03, 0.00, -0.10], [0.03, -0.18, 0.10], [0.05, -0.02, -0.14], [0.08, -0.13, 0.10], [0.03, 0.08, 0.04], [0.79, 0.33, -0.12], [-0.66, -0.22, -0.17], [-0.01, 0.12, 0.03], [0.01, -0.11, -0.10], [-0.06, 0.12, -0.02], [-0.10, -0.01, -0.13], [-0.03, -0.13, -0.15], [0.11, 0.32, 0.02], [0.26, 0.10, -0.57], [-0.26, -0.32, -0.02], [-0.22, -0.32, -0.12], [-0.01, 0.24, 0.63], [0.09, 0.19, -0.55], [-0.15, 0.26, 0.24], [-0.14, 0.34, 0.10], [0.06, -0.52, 0.38], [-0.08, 0.27, -0.54], [0.06, -0.39, -0.02], [0.04, -0.31, -0.18], [0.09, 0.09, 0.63], [-0.06, -0.64, 0.08], [0.30, 0.20, 0.14], [0.34, 0.17, 0.16], [-0.24, 0.47, -0.26], [-0.32, 0.29, 0.12], [0.23, -0.14, 0.20], [0.19, -0.25, -0.12], [-0.26, -0.02, 0.27], [0.07, 0.03, -0.07], [-0.06, -0.08, -0.10], [-0.11, -0.07, 0.06], [0.05, 0.03, 0.08], [0.03, -0.01, -0.11], [-0.04, 0.14, -0.01], [-0.04, 0.05, 0.13], [0.08, -0.18, 0.04], [-0.02, 0.07, -0.08], [-0.01, -0.09, -0.10], [0.02, -0.13, 0.06], [0.00, 0.05, 0.13], [-0.05, -0.07, 0.04], [0.13, -0.03, 0.07], [0.09, 0.11, 0.00], [-0.09, 0.04, -0.04], [-0.19, 0.23, 0.33], [-0.06, -0.27, -0.26], [0.00, 0.51, 0.41], [-0.34, 0.31, -0.46], [-0.08, -0.10, -0.28], [0.17, -0.56, -0.09], [0.43, -0.14, 0.67], [-0.07, 0.06, -0.12], [0.00, -0.02, 0.00], [0.00, 0.00, -0.01], [-0.01, 0.01, 0.00], [-0.10, -0.04, -0.14]], "lowdin_spin": [3.650, 0.070, 0.075, 0.015, 0.021, 0.061, 0.075, 0.016, 0.022, -0.062, 0.007, 0.009, 0.001, 0.002, 0.001, 0.004, 0.007, 0.009, 0.001, 0.002, 0.001, 0.005, 0.001, -0.001, 0.003, 0.000, 0.000, 0.000, 0.000, 0.000, 0.000, 0.000, 0.000, 0.000, 0.000, 0.000, 0.000, 0.000, 0.000, 0.000, 0.000, 0.000, 0.000, 0.000, 0.000, 0.000, 0.000, 0.000, 0.000, 0.000, 0.000, 0.000, 0.000, 0.000, 0.000, 0.000, 0.000, 0.000, 0.000, 0.000, 0.000, 0.000, 0.000, 0.000, 0.000, 0.000, 0.000, 0.000, 0.000, -0.009, 0.009, 0.001, 0.001, -0.002, 0.000, 0.002, 0.001, 0.000, 0.000, 0.000, 0.000]}